(1)
Formula: C3H8N4O
Source: the OMol25 dataset
Level of theory: wB97M-V/def2-TZVPD

XYZ file:
```
16
Properties=species:S:1:pos:R:3:forces:R:3
C 0.2413 -1.7609 0.8956 -0.03 0.01 -0.01
N -0.0876 -0.4143 0.4909 0.16 0.31 -0.28
C -1.1866 -0.0266 -0.0946 -0.09 -0.14 0.03
C 0.8595 0.8260 -0.4856 -0.47 -0.26 0.08
N 1.1536 1.8383 0.4154 -0.07 -0.02 0.02
O -2.3760 -0.6202 0.1389 0.26 0.15 -0.08
N -0.9400 0.9563 -0.9424 0.35 -0.01 0.16
N 1.6429 0.4647 -1.4037 -0.10 0.05 0.08
H -3.0090 -0.3388 -0.5336 0.07 0.03 0.04
H 2.0969 2.1764 0.2875 -0.04 -0.06 -0.02
H 0.9296 1.6178 1.3731 0.01 -0.01 -0.07
H -1.5692 1.7501 -1.0167 0.01 -0.10 0.02
H 1.2265 -0.1244 -2.1130 -0.03 0.00 0.06
H -0.6285 -2.4201 0.8348 0.04 0.05 -0.01
H 1.0250 -2.1473 0.2347 -0.05 0.01 0.04
H 0.6217 -1.7770 1.9186 -0.03 0.00 -0.05
```
Forces are in eV/Å.

Properties
calculated total energy: -11246.58476 eV
orbital gap: 9.0 eV
HOMO level: -8.5184 eV
spin multiplicity: 1
energy above the lowest of the compared OMol25 structures with the same formula, charge and spin: 70.1 kcal/mol

Mulliken population analysis, charges in e, atoms 1 to 4:
1. C -0.9374
2. N -0.2514
3. C 0.3693
4. C 0.9772

---

(2)
Formula: C3H8N4O
Source: the OMol25 dataset
Level of theory: wB97M-V/def2-TZVPD

XYZ file:
```
16
Properties=species:S:1:pos:R:3:forces:R:3
C -0.9595 0.6512 0.9600 0.10 -0.25 0.08
C -0.4977 -0.5475 0.1637 1.79 2.64 -1.33
N -1.4383 -1.0329 -0.7376 0.05 -0.42 0.16
O 0.1809 -1.5108 0.7549 1.70 -1.01 3.38
H -1.8680 -0.3507 -1.3445 0.23 -0.02 0.06
H -1.1731 -1.8886 -1.2055 0.03 0.10 -0.02
H -1.4898 1.3614 0.3253 -0.06 -0.13 0.01
H -1.6050 0.3212 1.7733 -0.18 0.03 0.01
H -0.1139 1.1807 1.3933 0.12 -0.04 0.04
C 0.8893 0.2592 -1.1040 -3.24 -0.79 0.30
N 2.4281 0.2794 0.5040 0.34 -2.96 4.30
N 2.3183 -0.4405 1.3750 1.21 3.45 -3.59
N 0.7386 1.3802 -1.6437 0.97 0.60 -0.32
H 0.9284 -1.1898 1.5037 -3.03 -0.91 -2.96
H 0.5405 2.1321 -0.9779 -0.42 -0.18 0.05
H 1.1212 -0.6047 -1.7400 0.39 -0.11 -0.17
```
Forces are in eV/Å.

Properties
calculated total energy: -11245.93516 eV
orbital gap: 7.5 eV
HOMO level: -7.3173 eV
spin multiplicity: 1
energy above the lowest of the compared OMol25 structures with the same formula, charge and spin: 85.1 kcal/mol

Mulliken population analysis, charges in e, atoms 1 to 4:
1. C -1.2968
2. C 0.6450
3. N -0.5521
4. O -0.5958

---

(3)
Formula: C3H8N4O
Source: the OMol25 dataset
Level of theory: wB97M-V/def2-TZVPD

XYZ file:
```
16
Properties=species:S:1:pos:R:3:forces:R:3
C 0.7233 1.5211 1.5144 2.06 0.61 -1.63
C 0.8336 -0.0169 -0.5244 -1.65 -1.19 -1.40
C -0.1854 -0.8562 -1.3050 -3.89 0.48 -3.07
H 1.1655 0.8044 2.8607 -1.60 2.20 -4.18
H -0.2528 2.6749 1.6212 3.55 -3.60 -0.01
H 2.0155 1.7019 0.6846 -3.58 0.67 3.01
H -0.2565 -1.4252 0.9519 -0.51 2.60 0.04
H -1.5189 -0.1347 0.7172 1.99 -2.48 2.14
H 2.6614 0.1796 -0.0816 -0.15 0.63 -0.64
H 0.2452 -1.2997 -2.3649 -1.41 0.68 3.02
H -3.1527 -0.9820 -1.8796 0.73 -1.15 -0.19
N 0.1012 0.6193 0.4414 2.90 1.55 4.08
N -0.5338 -0.3995 1.1536 -4.76 -0.74 0.79
N 2.0381 -0.1064 -0.8503 1.14 -0.60 0.54
N -1.5554 -0.7464 -1.0316 5.69 -1.31 -2.70
O -2.3283 -1.5344 -1.9076 -0.50 1.65 0.20
```
Forces are in eV/Å.

Properties
calculated total energy: -11237.23255 eV
orbital gap: 8.4 eV
HOMO level: -8.6269 eV
spin multiplicity: 1
energy above the lowest of the compared OMol25 structures with the same formula, charge and spin: 285.7 kcal/mol

Mulliken population analysis, charges in e, atoms 1 to 4:
1. C -0.5717
2. C 0.2566
3. C -0.2442
4. H 0.2220

---

(4)
Formula: C3H8N4O2
Source: the OMol25 dataset
Level of theory: wB97M-V/def2-TZVPD

XYZ file:
```
17
Properties=species:S:1:pos:R:3:forces:R:3
C -1.6601 0.6112 0.0152 -5.14 0.03 0.95
C 0.6110 0.0294 0.1981 -2.80 3.36 -2.85
C 1.4447 -1.1112 0.4099 4.20 -5.14 0.22
H -4.5992 -0.4051 0.1741 0.73 -1.11 -0.91
H -3.2511 -1.5819 -0.2504 -1.93 3.39 -0.38
H -1.4002 1.6335 0.4301 0.59 -1.76 -0.84
H 2.1112 -1.5619 1.4329 -2.97 2.07 -2.42
H 0.6390 -1.8087 0.0665 1.46 -0.70 0.96
H 3.2739 -0.6514 -0.4218 -2.50 -2.22 -0.89
H 2.2291 2.0907 -0.9882 1.26 1.35 -0.70
H 2.6082 1.8978 0.6255 -0.61 0.45 0.30
N -3.7948 -0.5818 -0.4718 2.29 -0.91 1.99
N -3.0166 0.5879 -0.0495 4.34 -1.70 -0.76
N 0.7930 1.2376 -0.2701 1.12 -3.34 2.58
N 2.2158 1.4930 -0.2085 -0.50 -0.80 -0.57
O -0.7473 -0.4911 -0.0567 -0.02 3.61 1.20
O 2.5433 -1.3881 -0.6353 0.48 3.42 2.13
```
Forces are in eV/Å.

Properties
calculated total energy: -13289.71867 eV
orbital gap: 9.0 eV
HOMO level: -8.7588 eV
spin multiplicity: 1
energy above the lowest of the compared OMol25 structures with the same formula, charge and spin: 159.1 kcal/mol
structure (SMILES): N/N=C\O/C(CO)=N/N

Mulliken population analysis, charges in e, atoms 1 to 4:
1. C 0.0923
2. C 0.7702
3. C -0.4677
4. H 0.2812

---

(5)
Formula: C3H8N4O2
Source: the OMol25 dataset
Level of theory: wB97M-V/def2-TZVPD

XYZ file:
```
17
Properties=species:S:1:pos:R:3:forces:R:3
C 1.4288 1.2323 0.9990 -0.47 0.02 0.52
N -0.8659 -0.1977 -0.6201 1.92 -0.21 0.64
C -0.8624 0.4324 0.5730 1.01 -0.42 1.67
C 0.6264 -0.8224 -0.8616 -2.68 -0.74 -3.11
N -2.0173 -0.1333 -1.4427 0.26 0.56 -0.24
N 0.8418 -1.9775 -0.1706 -0.13 0.40 0.18
O 0.4809 0.1546 1.0950 -1.11 0.69 -0.38
N -1.7608 1.0138 1.2597 0.27 -0.47 -0.75
O 1.1823 -0.5461 -1.8997 -0.09 0.39 1.42
H -1.9573 -0.7068 -2.2808 0.49 -0.29 0.50
H -2.1191 0.8227 -1.7925 0.15 -0.16 0.17
H 1.2101 -2.7387 -0.7237 -0.03 0.13 0.31
H 0.2567 -2.1326 0.6389 0.29 -0.28 -0.30
H -1.4539 1.1291 2.2256 0.12 0.29 -0.37
H 1.2608 1.8958 1.8490 0.12 0.19 -0.13
H 1.3264 1.7855 0.0614 0.04 -0.14 0.04
H 2.4224 0.7890 1.0901 -0.15 0.02 -0.14
```
Forces are in eV/Å.

Properties
calculated total energy: -13293.70169 eV
orbital gap: 9.3 eV
HOMO level: -8.6021 eV
spin multiplicity: 1
energy above the lowest of the compared OMol25 structures with the same formula, charge and spin: 67.3 kcal/mol
structure (SMILES): [H]/N=C(\OC)N(N)C(N)=O

Mulliken population analysis, charges in e, atoms 1 to 4:
1. C -0.7138
2. N 0.4304
3. C 0.6537
4. C 0.4627

---

(6)
Formula: C3H8N4S
Source: the OMol25 dataset
Level of theory: wB97M-V/def2-TZVPD

XYZ file:
```
16
Properties=species:S:1:pos:R:3:forces:R:3
C -0.7915 2.1062 0.6336 2.56 2.07 -2.25
C 1.4187 0.4315 -0.2955 -1.17 0.91 -1.12
C -0.4451 -1.1293 -0.0195 -1.03 0.44 0.54
H -1.3481 1.5836 1.3035 -1.75 -1.12 2.24
H -1.2028 3.1182 0.3888 0.14 -0.96 0.34
H 0.2783 2.2376 1.0565 -1.62 -0.17 -0.72
H -0.2160 1.7555 -1.3460 -1.65 -0.38 0.99
H 1.4902 1.4866 -0.7815 0.79 -1.56 1.03
H 0.3866 -1.7958 0.2117 -0.50 -0.08 -0.30
H -2.6513 0.0706 -0.3462 -0.38 -0.18 0.21
H -3.6324 -1.3413 -0.3267 2.56 0.86 1.43
N -0.8124 1.2643 -0.6081 2.28 0.88 -0.58
N 0.0679 0.1681 -0.3324 0.36 -0.74 0.39
N -1.6571 -1.5193 0.1421 2.92 -2.25 -0.02
N -2.7703 -0.8341 0.1270 -3.34 1.64 -1.99
S 2.6254 -0.5699 0.1643 -0.17 0.62 -0.19
```
Forces are in eV/Å.

Properties
calculated total energy: -20033.01042 eV
orbital gap: 8.3 eV
HOMO level: -8.2042 eV
spin multiplicity: 1
energy above the lowest of the compared OMol25 structures with the same formula, charge and spin: 74.4 kcal/mol
structure (SMILES): CNN(C=S)/C=N\N

Mulliken population analysis, charges in e, atoms 1 to 4:
1. C -0.7416
2. C 0.0507
3. C 0.0030
4. H 0.3034

---

(7)
Formula: C3H8N5
Source: the OMol25 dataset
Level of theory: wB97M-V/def2-TZVPD

XYZ file:
```
16
Properties=species:S:1:pos:R:3:forces:R:3
C -0.9108 -1.4140 0.2085 1.69 -2.17 0.53
C -0.2370 0.7421 -0.7735 -0.61 -1.95 3.00
C -1.4158 -0.1968 -0.4551 -0.96 0.77 -2.78
N 0.0740 -1.3289 1.0084 0.40 0.09 -0.11
N 0.6863 0.9773 0.1274 0.16 1.17 -2.26
N -0.1240 1.2186 -1.9726 0.65 2.07 -1.86
N 1.9602 0.0070 1.6574 3.89 -1.92 0.36
N 0.7189 0.1637 1.2087 -3.26 -2.38 -2.12
H -1.1720 -2.5486 0.0769 -0.23 2.40 -0.05
H -1.9543 -0.3264 -1.4811 0.61 -0.34 2.15
H -2.1192 0.2518 0.2624 0.10 0.27 -0.42
H -0.8288 1.0083 -2.7200 1.29 0.80 1.15
H 0.6567 1.9450 -2.0332 -1.61 -1.42 -0.72
H 2.6862 0.0479 0.8100 -2.31 -0.37 2.40
H 1.9166 -0.9392 2.1705 0.84 1.83 -1.03
H 0.0633 0.3923 1.9052 -0.66 1.17 1.77
```
Forces are in eV/Å.

Properties
calculated total energy: -10680.73751 eV
charge: +1
orbital gap: 10.7 eV
HOMO level: -14.1097 eV
spin multiplicity: 1
energy above the lowest of the compared OMol25 structures with the same formula, charge and spin: 86.3 kcal/mol
structure (SMILES): NC1=N[N@H+](N)N=CC1

Mulliken population analysis, charges in e, atoms 1 to 4:
1. C 0.0450
2. C 0.7581
3. C -0.7471
4. N -0.5057

---

(8)
Formula: C3H8N5
Source: the OMol25 dataset
Level of theory: wB97M-V/def2-TZVPD

XYZ file:
```
16
Properties=species:S:1:pos:R:3:forces:R:3
C -1.3435 1.0147 0.7860 2.68 -1.90 -3.40
C 0.5139 -0.2826 -0.9855 -0.58 0.70 3.41
C -0.3447 0.8388 -1.4236 -2.16 1.55 -1.57
N -1.1040 1.4325 -0.4062 -2.57 1.49 3.19
N -0.6820 -0.1520 1.1537 0.34 -2.22 0.93
N 0.4772 -0.5146 0.3605 0.33 -1.32 -1.06
N 1.4653 -0.7236 -1.7190 3.91 -2.26 -0.84
N -0.5889 -0.5755 2.4936 1.57 0.08 0.32
H -2.0451 1.3019 1.5176 -0.76 1.06 0.48
H 0.2827 1.6878 -1.7280 0.51 -0.60 -0.52
H -1.1413 0.7694 -2.2789 1.90 -0.93 1.03
H 0.9462 -1.3961 0.7402 -0.85 1.83 -0.68
H 1.4429 -0.6638 -2.7251 -0.28 0.48 -0.08
H 2.3935 -1.1770 -1.3951 -2.48 0.80 -0.25
H 0.0967 0.0821 2.9723 -0.89 -1.68 -0.33
H -0.3688 -1.6421 2.6376 -0.67 2.92 -0.62
```
Forces are in eV/Å.

Properties
calculated total energy: -10681.41966 eV
charge: +1
orbital gap: 8.7 eV
HOMO level: -12.7794 eV
spin multiplicity: 1
energy above the lowest of the compared OMol25 structures with the same formula, charge and spin: 70.6 kcal/mol
structure (SMILES): NN1C=NCC(=[NH2+])N1

Mulliken population analysis, charges in e, atoms 1 to 4:
1. C 0.0799
2. C 0.4964
3. C -0.5109
4. N -0.5662